1.
Here is C18H22BF4OPtS4 as an isolated structure in a non-equilibrium geometry from the Open Molecules 2025 dataset. Energies are from ωB97M-V/def2-TZVPD.

```
! wB97M-V def2-TZVPD RIJCOSX def2/J DEFGRID3
* xyz 1 1
Pt 1.14 -1.20 0.04
C -1.13 -3.02 1.53
C -1.12 -3.64 0.14
S -0.01 -2.86 -1.10
C 1.37 -4.04 -1.21
C 2.07 -4.25 0.10
S 2.77 -2.68 0.69
C 2.58 -2.82 2.51
C 1.20 -2.59 3.09
S -0.05 -3.86 2.73
H -2.14 -3.07 1.94
H -0.85 -1.97 1.49
H -2.11 -3.56 -0.32
H -0.85 -4.70 0.17
H 2.02 -3.63 -1.98
H 0.96 -4.99 -1.57
H 2.89 -4.96 -0.03
H 1.40 -4.63 0.87
H 3.24 -2.03 2.89
H 3.00 -3.78 2.79
H 0.81 -1.62 2.79
H 1.30 -2.57 4.18
F 2.84 0.44 0.31
B 2.51 1.03 1.60
F 1.23 0.39 1.87
F 2.34 2.38 1.49
F 3.42 0.64 2.54
O -0.17 0.18 -0.74
S 0.23 1.67 -0.63
C -1.08 2.42 0.31
C -2.34 1.86 0.30
C -3.35 2.48 1.01
C -3.08 3.65 1.72
C -1.80 4.19 1.73
C -0.78 3.57 1.03
C -0.19 2.30 -2.25
C -0.32 3.67 -2.44
C -0.67 4.13 -3.70
C -0.88 3.24 -4.74
C -0.72 1.88 -4.55
C -0.36 1.40 -3.29
H -2.53 0.95 -0.26
H -4.35 2.07 1.01
H -3.87 4.13 2.28
H -1.60 5.09 2.30
H 0.23 3.95 1.06
H -0.15 4.36 -1.63
H -0.79 5.20 -3.86
H -1.16 3.62 -5.72
H -0.87 1.19 -5.37
H -0.23 0.34 -3.12
*
```

The orbital gap is 7.8 eV. The calculation puts the energy relative to the best compared isomer or geometry (same formula, charge and spin) at 6.1 kcal per mole. As for the total energy: -79204.6628 eV.

From a Löwdin analysis of the wavefunction, the atomic charges in e read: number 1, Pt, carries 0.81; number 2, C, carries -0.51; number 3, C, carries -0.44; number 4, S, carries 0.92; number 5, C, carries -0.48; number 6, C, carries -0.48; number 7, S, carries 0.92; number 8, C, carries -0.44; number 9, C, carries -0.50; number 10, S, carries 0.92; number 11, H, carries 0.08; number 12, H, carries 0.05; number 13, H, carries 0.08; number 14, H, carries 0.08; number 15, H, carries 0.09; number 16, H, carries 0.10; number 17, H, carries 0.10; number 18, H, carries 0.03; number 19, H, carries 0.09; number 20, H, carries 0.10; number 21, H, carries 0.05; number 22, H, carries 0.09; number 23, F, carries -0.02; number 24, B, carries -1.25; number 25, F, carries -0.01; number 26, F, carries 0.17; number 27, F, carries 0.18; number 28, O, carries -0.68; number 29, S, carries 1.13; number 30, C, carries -0.38; number 31, C, carries -0.06; number 32, C, carries -0.06; number 33, C, carries -0.05; number 34, C, carries -0.05; number 35, C, carries -0.07; number 36, C, carries -0.35; number 37, C, carries -0.06; number 38, C, carries -0.05; number 39, C, carries -0.06; number 40, C, carries -0.06; number 41, C, carries -0.07; number 42, H, carries 0.11; number 43, H, carries 0.11; number 44, H, carries 0.11; number 45, H, carries 0.12; number 46, H, carries 0.12; number 47, H, carries 0.11; number 48, H, carries 0.12; number 49, H, carries 0.11; number 50, H, carries 0.11; number 51, H, carries 0.10

2.
Here is a 3-piece molecular cluster, C18H22BO5P overall in a non-equilibrium geometry from the Open Molecules 2025 dataset. Energies are from ωB97M-V/def2-TZVPD.

```
! wB97M-V def2-TZVPD RIJCOSX def2/J DEFGRID3
* xyz 0 1
C 1.68 -3.88 2.57
C 2.30 -2.92 1.35
P 2.31 -1.14 2.04
B 0.87 -0.06 1.38
C 0.00 0.78 2.54
C 0.75 0.60 4.01
O 1.15 1.70 4.69
C 4.01 -0.29 1.88
C 4.74 -0.43 3.38
H 0.55 -4.13 2.34
H 1.69 -3.22 3.56
H 2.35 -4.82 2.79
H 1.63 -3.08 0.40
H 3.39 -3.32 1.11
H 0.54 0.05 0.26
H -0.03 1.95 2.28
H -1.10 0.33 2.61
H 0.96 -0.46 4.50
H 4.73 -0.77 1.06
H 3.90 0.88 1.71
H 5.34 0.54 3.65
H 3.82 -0.51 4.14
H 5.34 -1.43 3.51
C -2.60 -1.64 -2.14
C -3.07 -1.63 -3.39
C -2.23 -1.18 -4.52
O -2.65 -1.17 -5.67
C -0.85 -0.75 -4.21
C -0.38 -0.76 -2.96
C -1.22 -1.21 -1.83
O -0.79 -1.23 -0.69
H -3.20 -1.97 -1.30
H -4.07 -1.94 -3.63
H -0.24 -0.42 -5.05
H 0.63 -0.45 -2.72
C -2.07 1.87 -1.24
C -1.56 2.93 -0.61
C -1.97 4.30 -0.96
O -1.50 5.27 -0.38
C -2.97 4.46 -2.04
C -3.48 3.40 -2.67
C -3.07 2.03 -2.32
O -3.54 1.06 -2.90
H -1.79 0.85 -1.00
H -0.83 2.83 0.18
H -3.26 5.47 -2.28
H -4.21 3.50 -3.46
*
```

The orbital gap is 5.7 eV. As for the total energy: -39217.4002 eV. Its structure (SMILES) is O=C1C=CC(=O)C=C1.O=C1C=CC(=O)C=C1.CCP(BCC=O)CC.

From a Löwdin analysis of the wavefunction, the atomic charges in e read: number 1, C, carries -0.20; number 2, C, carries -0.42; number 3, P, carries 0.92; number 4, B, carries -0.28; number 5, C, carries -0.16; number 6, C, carries -0.21; number 7, O, carries -0.12; number 8, C, carries -0.41; number 9, C, carries -0.20; number 10, H, carries 0.07; number 11, H, carries 0.05; number 12, H, carries 0.07; number 13, H, carries 0.07; number 14, H, carries 0.09; number 15, H, carries 0.00; number 16, H, carries 0.11; number 17, H, carries 0.13; number 18, H, carries 0.11; number 19, H, carries 0.09; number 20, H, carries 0.09; number 21, H, carries 0.07; number 22, H, carries 0.06; number 23, H, carries 0.07; number 24, C, carries 0.01; number 25, C, carries 0.01; number 26, C, carries -0.39; number 27, O, carries 0.11; number 28, C, carries 0.03; number 29, C, carries 0.03; number 30, C, carries -0.40; number 31, O, carries 0.03; number 32, H, carries 0.13; number 33, H, carries 0.13; number 34, H, carries 0.12; number 35, H, carries 0.13; number 36, C, carries 0.04; number 37, C, carries 0.04; number 38, C, carries -0.38; number 39, O, carries 0.11; number 40, C, carries 0.03; number 41, C, carries 0.03; number 42, C, carries -0.35; number 43, O, carries 0.10; number 44, H, carries 0.09; number 45, H, carries 0.11; number 46, H, carries 0.12; number 47, H, carries 0.12

3.
Here is a single C18H22ClF2N3O4 molecule from the Open Molecules 2025 dataset. Energies are from ωB97M-V/def2-TZVPD.

```
! wB97M-V def2-TZVPD RIJCOSX def2/J DEFGRID3
* xyz 0 1
C -3.08 0.44 2.41
N -1.93 -0.43 2.59
C -0.70 0.28 2.95
C 0.12 0.69 1.74
C 1.36 1.51 2.13
C 1.51 2.80 1.34
N 1.64 2.56 -0.09
C 0.62 2.77 -0.96
O -0.50 3.12 -0.65
C 0.98 2.53 -2.39
C 2.16 2.57 -3.05
C 1.85 2.29 -4.42
N 2.63 2.21 -5.50
C 2.01 1.94 -6.62
Cl 2.99 1.82 -8.05
C 0.62 1.74 -6.76
C -0.19 1.82 -5.64
C 0.47 2.11 -4.46
O -0.07 2.26 -3.22
C -2.08 -1.74 2.27
O -3.16 -2.20 1.91
C -0.93 -2.77 2.33
C -1.38 -3.87 3.30
O 0.29 -2.21 2.80
C -0.77 -3.30 0.90
C 0.05 -4.55 0.77
F 0.24 -4.85 -0.54
F 1.32 -4.37 1.31
H -3.94 -0.15 2.11
H -3.31 0.95 3.35
H -2.88 1.19 1.65
H -1.02 1.18 3.48
H -0.11 -0.30 3.65
H 0.42 -0.21 1.19
H -0.51 1.27 1.06
H 1.31 1.78 3.19
H 2.27 0.90 2.03
H 0.62 3.42 1.47
H 2.37 3.37 1.68
H 2.50 2.17 -0.44
H 3.13 2.80 -2.63
H 0.21 1.51 -7.73
H -1.26 1.68 -5.69
H -2.27 -4.39 2.93
H -0.57 -4.59 3.44
H -1.61 -3.44 4.27
H 0.99 -2.84 2.60
H -1.76 -3.52 0.49
H -0.31 -2.52 0.27
H -0.37 -5.42 1.26
*
```

The orbital gap is 9.1 eV. The calculation puts the energy relative to the best compared isomer or geometry (same formula, charge and spin) at 8.6 kcal per mole. As for the total energy: -49641.6724 eV. Its structure (SMILES) is CN(CCCCNC(=O)c1cc2nc(Cl)ccc2o1)C(=O)[C@](C)(O)CC(F)F.

From a Löwdin analysis of the wavefunction, the atomic charges in e read: number 1, C, carries -0.02; number 2, N, carries -0.06; number 3, C, carries -0.17; number 4, C, carries -0.17; number 5, C, carries -0.17; number 6, C, carries -0.17; number 7, N, carries 0.08; number 8, C, carries -0.43; number 9, O, carries 0.09; number 10, C, carries -0.15; number 11, C, carries 0.08; number 12, C, carries -0.21; number 13, N, carries 0.12; number 14, C, carries -0.73; number 15, Cl, carries 0.66; number 16, C, carries -0.08; number 17, C, carries 0.04; number 18, C, carries -0.20; number 19, O, carries 0.13; number 20, C, carries -0.39; number 21, O, carries 0.04; number 22, C, carries -0.45; number 23, C, carries 0.00; number 24, O, carries -0.02; number 25, C, carries -0.04; number 26, C, carries -0.37; number 27, F, carries 0.06; number 28, F, carries 0.03; number 29, H, carries 0.08; number 30, H, carries 0.09; number 31, H, carries 0.10; number 32, H, carries 0.12; number 33, H, carries 0.12; number 34, H, carries 0.10; number 35, H, carries 0.10; number 36, H, carries 0.11; number 37, H, carries 0.11; number 38, H, carries 0.12; number 39, H, carries 0.12; number 40, H, carries 0.14; number 41, H, carries 0.12; number 42, H, carries 0.10; number 43, H, carries 0.13; number 44, H, carries 0.10; number 45, H, carries 0.09; number 46, H, carries 0.10; number 47, H, carries 0.09; number 48, H, carries 0.14; number 49, H, carries 0.14; number 50, H, carries 0.16

> The lowest orbital gap belongs to which entry?

C18H22BO5P